No. 1
Below is a molecular structure, C32H50N12O2PSTi, with properties calculated with wB97M-V/def2-TZVPD.

Summary:
maximum force	0.58	eV Å⁻¹
total charge	+3
energy above the lowest of the compared OMol25 structures with the same formula, charge and spin	0.0	kJ/mol
HOMO	-0.601	Ha
orbital gap	7.346	eV
E_tot	-3645.3545	a.u.

```
99
Properties=species:S:1:pos:R:3:forces:R:3:lowdin_charge:R:1
Ti -0.115 -0.237 -0.146 -0.472 -0.323 0.103 0.935
O 1.911 2.825 1.223 -0.116 0.063 0.184 0.140
C 1.602 1.674 1.058 0.119 -0.282 -0.040 -0.458
N 0.323 1.135 1.176 0.078 0.139 -0.054 -0.085
C -0.681 2.068 1.670 0.096 -0.002 -0.013 -0.120
C -2.017 1.464 1.420 0.036 -0.101 -0.012 -0.223
C -3.197 1.981 1.931 -0.067 0.009 0.036 0.030
C -4.385 1.333 1.656 0.000 0.020 -0.006 0.003
C -4.363 0.169 0.888 -0.047 0.026 0.009 -0.030
C -3.162 -0.290 0.411 0.038 0.026 -0.003 -0.132
N -2.000 0.357 0.657 -0.049 0.120 -0.029 0.003
C 2.575 0.621 0.616 -0.178 -0.157 0.027 -0.186
C 3.940 0.728 0.712 0.068 0.019 0.004 0.057
C 4.707 -0.348 0.277 -0.004 -0.006 -0.006 0.024
C 4.080 -1.476 -0.237 0.024 0.010 0.020 0.005
C 2.700 -1.503 -0.310 0.022 0.047 -0.042 -0.079
N 1.967 -0.468 0.116 0.010 0.176 -0.194 -0.007
H -0.530 2.254 2.736 -0.016 0.024 0.009 0.159
H -0.605 3.038 1.170 0.011 0.011 -0.023 0.117
H -3.171 2.874 2.540 0.000 -0.002 -0.002 0.141
H -5.319 1.718 2.042 0.000 -0.001 0.000 0.135
H -5.273 -0.372 0.668 0.004 -0.005 -0.001 0.129
H -3.097 -1.189 -0.185 0.022 0.010 -0.013 0.080
H 4.378 1.628 1.121 0.002 -0.004 0.000 0.144
H 5.787 -0.310 0.345 -0.001 0.000 -0.001 0.136
H 4.652 -2.328 -0.577 0.001 0.004 -0.002 0.130
H 2.162 -2.357 -0.701 -0.009 -0.006 -0.006 0.115
S -1.162 -1.123 -2.181 0.128 -0.059 -0.140 0.771
C -1.378 0.025 -3.467 -0.016 -0.028 0.017 -0.740
N -2.516 0.637 -3.725 -0.060 0.037 -0.033 0.067
C -2.465 1.420 -4.970 0.034 -0.016 0.005 -0.073
C -1.037 1.117 -5.484 -0.016 0.022 0.023 -0.075
N -0.467 0.326 -4.379 -0.012 -0.069 -0.072 0.057
H -3.343 0.516 -3.165 0.011 -0.017 0.012 0.157
H -2.618 2.477 -4.759 0.013 0.008 0.014 0.124
H -3.236 1.088 -5.660 -0.002 -0.004 -0.005 0.134
H -0.456 2.021 -5.649 0.006 0.003 -0.001 0.121
H -1.039 0.534 -6.403 -0.015 -0.021 0.005 0.135
H 0.396 -0.190 -4.450 0.026 0.044 0.036 0.155
C 2.103 5.793 -1.733 -0.019 0.016 0.006 -0.058
C 0.577 5.787 -1.706 0.023 -0.030 0.021 -0.397
C 0.045 5.627 -0.287 0.029 0.015 -0.027 -0.059
C -0.010 4.748 -2.664 -0.001 0.026 0.041 -0.080
N 0.409 3.362 -2.356 0.003 0.090 -0.021 -0.052
C 1.530 2.727 -2.723 0.034 -0.064 0.071 -0.078
N 1.524 1.519 -2.207 -0.066 -0.026 -0.079 0.101
N 0.373 1.453 -1.529 0.170 0.062 0.084 -0.164
N -0.304 2.550 -1.593 -0.037 -0.005 -0.107 0.145
H 2.482 6.647 -1.174 0.000 -0.005 -0.001 0.097
H 2.496 5.869 -2.749 0.006 0.004 0.002 0.088
H 2.513 4.899 -1.253 0.000 -0.001 -0.012 0.074
H 0.219 6.737 -2.111 0.006 0.009 0.002 0.150
H 0.446 4.721 0.173 -0.013 -0.028 0.028 0.045
H -1.046 5.600 -0.263 0.004 -0.014 0.009 0.086
H 0.372 6.463 0.329 -0.010 0.001 0.000 0.098
H 0.320 4.943 -3.684 -0.016 -0.042 -0.021 0.137
H -1.098 4.752 -2.634 -0.008 -0.040 0.004 0.132
H 2.303 3.154 -3.340 -0.001 0.007 0.010 0.155
O -0.402 -1.982 0.381 0.165 0.295 0.172 -0.444
P -0.780 -3.315 1.145 0.103 -0.059 -0.046 0.632
N 0.512 -3.578 2.094 -0.071 0.133 0.062 -0.174
C 0.559 -4.879 2.815 0.033 -0.015 0.040 -0.166
C 1.740 -4.705 3.761 0.023 0.000 0.007 -0.144
C 1.659 -3.228 4.139 -0.015 0.001 -0.015 -0.146
C 1.305 -2.551 2.816 0.077 -0.040 0.034 -0.173
N -2.137 -3.103 1.998 -0.014 -0.226 0.164 -0.157
C -2.015 -2.384 3.295 -0.040 -0.002 0.023 -0.166
C -3.461 -2.153 3.707 -0.014 0.040 -0.036 -0.145
C -4.167 -3.399 3.187 -0.043 -0.002 -0.030 -0.137
C -3.507 -3.665 1.833 -0.009 0.158 -0.032 -0.149
N -0.949 -4.476 0.037 -0.010 0.099 -0.127 -0.163
C 0.138 -4.609 -0.973 -0.069 -0.023 -0.050 -0.188
C -0.370 -5.726 -1.870 -0.025 0.002 0.005 -0.150
C -1.024 -6.673 -0.872 -0.001 -0.015 0.022 -0.146
C -1.746 -5.737 0.098 0.066 -0.053 0.088 -0.161
H 0.687 -5.702 2.112 0.022 0.003 -0.012 0.116
H -0.366 -5.046 3.378 -0.001 0.000 -0.019 0.119
H 2.674 -4.911 3.234 -0.003 -0.010 0.000 0.124
H 1.681 -5.374 4.616 0.000 0.002 0.000 0.128
H 2.586 -2.842 4.559 -0.002 0.005 0.004 0.124
H 0.867 -3.068 4.874 -0.005 0.003 -0.008 0.116
H 2.210 -2.321 2.250 -0.012 -0.024 -0.024 0.104
H 0.745 -1.624 2.951 -0.003 -0.001 -0.019 0.098
H -1.460 -1.451 3.178 0.004 0.005 -0.028 0.106
H -1.494 -3.008 4.026 0.019 0.018 0.002 0.117
H -3.853 -1.264 3.207 0.028 -0.007 0.040 0.096
H -3.563 -2.011 4.780 -0.002 -0.022 0.003 0.129
H -5.243 -3.268 3.090 -0.004 -0.033 -0.001 0.126
H -3.995 -4.243 3.856 0.014 0.013 0.009 0.127
H -4.031 -3.161 1.018 0.018 0.029 0.010 0.112
H -3.480 -4.725 1.616 0.028 -0.056 -0.048 0.093
H 1.075 -4.895 -0.484 0.020 0.022 -0.003 0.123
H 0.280 -3.669 -1.507 -0.005 0.013 0.005 0.073
H 0.428 -6.189 -2.447 0.008 -0.001 0.015 0.127
H -1.114 -5.331 -2.566 0.011 -0.004 -0.010 0.123
H -0.261 -7.245 -0.342 0.003 0.000 -0.011 0.122
H -1.710 -7.379 -1.334 -0.009 -0.003 0.017 0.127
H -1.763 -6.148 1.107 -0.051 0.053 0.021 0.116
H -2.767 -5.543 -0.226 -0.006 0.011 -0.041 0.115
```
Positions in Å, forces in eV/Å.

---

No. 2
Below is a molecular structure, C32H50N3ORuS4SeSi3 in a non-equilibrium geometry, with properties calculated with wB97M-V/def2-TZVPD.

Summary:
maximum force	2.41	eV Å⁻¹
multiplicity	2
energy above the lowest of the compared OMol25 structures with the same formula, charge and spin	87.0	kJ/mol
HOMO (alpha / beta)	-0.265 / -0.272	Ha
orbital gap (alpha / beta)	6.391 / 5.656	eV
E_tot	-6446.5044	a.u.

```
95
Properties=species:S:1:pos:R:3:forces:R:3:lowdin_charge:R:1
Ru 0.797 2.159 0.118 -1.430 0.516 0.932 0.438
O 5.989 1.870 4.645 -0.051 0.033 -0.013 -0.041
C 5.100 1.998 3.854 0.108 -0.073 -0.023 -1.017
S 3.426 2.370 4.302 -0.097 0.057 -0.071 0.975
C 2.756 2.396 2.679 -0.367 0.200 0.690 -1.125
C 3.633 2.122 1.649 0.622 -0.032 -0.633 -1.134
S 3.263 2.134 -0.004 -0.366 -0.205 0.640 0.579
S 5.301 1.799 2.104 -0.140 0.014 -0.033 0.972
S 1.113 2.805 2.548 0.044 -0.823 -1.745 0.683
C -4.158 1.337 0.646 0.101 -0.128 -0.023 -0.180
Si -2.329 0.831 0.639 -0.041 0.302 -0.055 0.380
C -1.829 0.612 2.452 -0.033 -0.022 -0.203 -0.193
C -2.281 -0.852 -0.232 0.082 0.371 0.188 -0.190
C -1.361 2.219 -0.207 0.485 0.095 0.108 -0.585
Si -1.238 2.155 -2.095 -0.609 0.232 -0.021 0.392
C -2.934 1.773 -2.852 0.224 -0.042 -0.006 -0.171
C 0.009 0.872 -2.731 -0.168 0.126 0.249 -0.206
C -0.681 3.773 -2.926 -0.125 -0.140 0.192 -0.176
Si -1.875 3.890 0.436 0.046 -0.165 -0.227 0.445
C -2.214 4.132 2.284 0.052 -0.257 -0.223 -0.174
C -3.340 4.699 -0.455 0.164 -0.048 0.103 -0.165
C -0.342 4.965 0.083 -0.341 0.030 0.080 -0.306
C -0.374 6.356 0.122 0.065 -0.018 -0.063 -0.055
C 0.761 7.089 -0.173 -0.004 -0.028 0.004 -0.052
C 1.911 6.400 -0.528 -0.070 0.039 0.002 -0.046
C 1.885 5.018 -0.538 -0.038 0.219 -0.042 -0.154
N 0.793 4.311 -0.223 0.558 -0.119 0.058 -0.104
H -4.763 0.590 1.166 -0.015 -0.005 0.010 0.032
H -4.542 1.428 -0.373 -0.004 0.005 0.017 0.024
H -4.313 2.295 1.147 -0.034 -0.034 0.021 0.006
H -2.397 -0.196 2.923 -0.062 0.012 -0.057 0.029
H -2.005 1.521 3.029 -0.031 -0.027 -0.028 0.011
H -0.769 0.374 2.539 0.073 -0.030 -0.007 -0.030
H -3.039 -1.510 0.201 -0.041 0.025 0.024 0.044
H -1.313 -1.342 -0.116 -0.003 -0.026 0.002 -0.020
H -2.488 -0.760 -1.300 -0.090 0.056 0.211 -0.002
H -3.314 0.797 -2.544 -0.024 0.029 -0.018 0.014
H -2.876 1.783 -3.943 0.000 -0.010 -0.009 0.031
H -3.665 2.527 -2.549 0.018 0.001 0.014 0.023
H -0.190 -0.110 -2.304 0.026 0.081 -0.002 -0.034
H 1.038 1.140 -2.471 0.044 -0.062 -0.029 0.005
H -0.052 0.800 -3.820 -0.048 0.115 -0.015 0.045
H -1.251 4.636 -2.576 0.063 0.018 -0.065 0.015
H -0.833 3.689 -4.005 -0.040 -0.052 -0.008 0.035
H 0.376 3.978 -2.756 0.010 0.003 -0.011 0.018
H -3.086 3.563 2.613 0.000 0.031 0.011 0.024
H -2.416 5.188 2.476 0.009 0.031 -0.067 0.035
H -1.366 3.839 2.902 -0.018 -0.004 0.021 -0.020
H -4.235 4.086 -0.333 0.012 0.016 0.002 0.024
H -3.162 4.818 -1.525 -0.014 -0.007 0.022 0.018
H -3.557 5.685 -0.035 -0.008 0.013 -0.006 0.029
H -1.302 6.846 0.387 0.020 0.040 -0.014 0.106
H 0.753 8.170 -0.135 -0.003 0.001 -0.010 0.110
H 2.822 6.922 -0.785 0.015 -0.031 -0.011 0.108
H 2.771 4.463 -0.805 0.002 -0.056 0.039 0.050
C -1.242 -4.438 1.447 -0.023 0.108 0.123 -0.097
C -0.996 -3.671 2.749 0.162 -0.130 -0.088 -0.235
C 0.437 -3.775 3.286 -0.058 0.111 -0.240 -0.180
C 1.452 -2.869 2.585 -0.179 -0.149 0.288 -0.148
N 1.728 -3.226 1.204 0.000 0.065 -0.097 -0.034
C 1.334 -2.519 0.129 -0.695 0.995 0.211 -0.286
Se 1.242 -0.148 0.380 2.141 -1.065 0.307 0.554
N 1.827 -3.135 -0.960 -0.034 0.115 0.016 -0.026
C 1.654 -2.638 -2.313 -0.062 -0.056 -0.348 -0.132
C 0.854 -3.586 -3.208 -0.108 -0.078 0.248 -0.177
C -0.558 -3.875 -2.695 0.031 0.133 -0.156 -0.237
C -1.512 -2.697 -2.879 0.251 -0.160 0.032 -0.100
C 2.562 -4.256 -0.588 -0.028 -0.136 0.305 -0.132
C 3.259 -5.216 -1.309 -0.018 0.048 -0.111 -0.003
C 3.852 -6.244 -0.595 0.019 0.006 -0.014 -0.083
C 3.768 -6.308 0.797 0.031 0.005 0.044 -0.082
C 3.094 -5.341 1.523 -0.002 0.044 0.057 -0.002
C 2.490 -4.316 0.807 -0.020 -0.071 -0.264 -0.140
H -2.312 -4.499 1.239 0.017 -0.011 -0.039 0.073
H -0.851 -5.455 1.513 -0.009 -0.012 -0.016 0.077
H -0.771 -3.942 0.600 -0.006 -0.039 -0.036 0.033
H -1.670 -4.061 3.515 -0.025 0.062 0.000 0.105
H -1.243 -2.616 2.602 -0.075 0.027 0.061 0.095
H 0.770 -4.815 3.236 -0.002 -0.016 0.078 0.101
H 0.445 -3.478 4.337 0.033 -0.046 0.015 0.114
H 2.400 -2.891 3.128 0.004 0.071 -0.044 0.132
H 1.085 -1.844 2.573 0.078 0.052 -0.003 0.070
H 2.642 -2.468 -2.747 -0.009 0.080 0.052 0.136
H 1.149 -1.676 -2.223 0.142 -0.016 0.023 0.074
H 1.396 -4.527 -3.316 0.041 -0.001 -0.043 0.093
H 0.799 -3.130 -4.200 0.033 -0.018 -0.025 0.117
H -0.506 -4.143 -1.635 -0.043 -0.093 -0.035 0.088
H -0.948 -4.746 -3.226 0.007 -0.028 0.042 0.107
H -1.214 -1.856 -2.254 -0.034 -0.209 -0.229 0.013
H -2.527 -2.979 -2.598 -0.015 0.082 0.026 0.081
H -1.519 -2.370 -3.920 -0.040 0.016 -0.029 0.082
H 3.343 -5.173 -2.386 -0.021 0.016 -0.010 0.108
H 4.393 -7.015 -1.127 0.001 0.018 -0.007 0.104
H 4.243 -7.128 1.318 0.003 0.018 0.006 0.105
H 3.044 -5.384 2.602 -0.017 -0.004 -0.004 0.112
```
Positions in Å, forces in eV/Å.